Computed, not measured: a structure of composition C60H48BrN3OP2STe2Tl, with ωB97M-V with the def2-TZVPD basis set.

HOMO-LUMO gap: 6.1427 eV
charge: -1
calculated total energy: -6918.0840 a.u.
highest occupied orbital energy: -4.42 eV
energy above the lowest of the compared OMol25 structures with the same formula, charge and spin: 58.4 kJ/mol

```
119
C60H48BrN3OP2STe2Tl, DFT ωB97M-V with the def2-TZVPD basis set
Tl -0.54019 1.22592 0.34878
O 1.88564 1.07134 -0.08369
N 2.74911 1.96327 -0.52139
C 4.05237 1.71221 -0.24272
C 5.05545 2.52532 -0.68725
C 4.70884 3.65073 -1.44308
C 3.38587 3.91213 -1.68805
C 2.34485 3.07791 -1.20977
S 0.69824 3.39346 -1.45627
H 4.20594 0.81152 0.33331
H 6.08065 2.27953 -0.44878
H 5.47554 4.31753 -1.81935
H 3.07667 4.78021 -2.25300
Te 0.64324 -1.84290 -4.33738
C 2.75955 -1.84305 -4.40150
C 3.50768 -0.69113 -4.62088
C 4.88743 -0.79295 -4.72006
N 5.56012 -1.94500 -4.63135
C 4.83191 -3.04253 -4.42090
C 3.44733 -3.04388 -4.30104
C 0.30771 -0.98949 -2.43923
P 0.51770 -1.93898 -0.96474
C -0.22497 -3.63241 -1.13121
C -1.14691 -4.03879 -0.17126
C -1.75077 -5.29329 -0.21921
C -1.43665 -6.17137 -1.24517
C -0.49932 -5.79455 -2.20432
C 0.10478 -4.54595 -2.14017
C 2.29769 -2.39903 -1.01600
C 3.21115 -1.48828 -1.54966
C 4.57316 -1.76080 -1.55648
C 5.04895 -2.95452 -1.02428
C 4.15154 -3.86316 -0.47503
C 2.78901 -3.58392 -0.46562
P -0.85431 0.31331 -2.30084
C -2.62084 -0.12519 -2.62555
C -3.60353 0.54322 -1.90233
C -4.95304 0.26268 -2.08884
C -5.33593 -0.69505 -3.01492
C -4.36756 -1.35311 -3.76690
C -3.02282 -1.06713 -3.57602
C -0.59315 1.48265 -3.68691
C -1.64011 2.19210 -4.25979
C -1.39553 3.13398 -5.25787
C -0.10034 3.37154 -5.68523
C 0.95608 2.67358 -5.10357
C 0.70793 1.74905 -4.10691
H 3.03276 0.27520 -4.70903
H 5.48485 0.09753 -4.88869
H 5.38337 -3.97353 -4.33465
H 2.92198 -3.97082 -4.10344
H -1.39273 -3.36647 0.63940
H -2.46268 -5.57994 0.54740
H -1.90249 -7.14912 -1.28948
H -0.23448 -6.47894 -3.00309
H 0.85319 -4.28085 -2.87441
H 2.82998 -0.56478 -1.97763
H 5.26306 -1.04038 -1.98509
H 6.10973 -3.17678 -1.04140
H 4.51106 -4.79634 -0.05754
H 2.10470 -4.30113 -0.02726
H -3.30897 1.30342 -1.18713
H -5.69871 0.78628 -1.50224
H -6.38448 -0.92917 -3.15421
H -4.66108 -2.08438 -4.51036
H -2.28899 -1.58535 -4.17743
H -2.65733 2.01820 -3.93378
H -2.22194 3.68143 -5.69401
H 0.09139 4.10678 -6.45765
H 1.97517 2.86964 -5.41732
H 1.52141 1.23726 -3.60808
Br -4.61099 1.80246 2.22679
C -4.23077 0.02271 1.71586
C -5.09151 -0.98444 2.12890
C -4.89904 -2.24802 1.60375
C -3.86081 -2.45965 0.71106
C -3.03292 -1.39476 0.41493
N -3.20462 -0.16049 0.91038
H -5.88526 -0.76598 2.82799
H -5.55768 -3.06005 1.88801
H -3.68740 -3.42316 0.24947
H -2.18360 -1.52498 -0.24740
Te -1.01167 4.05291 1.19377
C -2.12802 4.72691 2.89965
C -2.61210 3.96406 3.96414
C -3.29148 4.55275 5.02819
C -3.49377 5.92533 5.06003
C -3.01069 6.70235 4.01240
C -2.34338 6.10967 2.94658
H -2.46621 2.89851 3.96909
H -3.65962 3.93057 5.83719
H -4.01726 6.38558 5.88901
H -3.15501 7.77706 4.02357
H -1.98367 6.73014 2.13206
C 3.12593 0.87274 6.60947
C 2.25066 -0.14698 6.25291
C 1.64823 -0.15375 5.00276
C 1.90653 0.86245 4.07775
C 2.80867 1.86360 4.43975
C 3.40696 1.87728 5.69287
C 1.27792 0.95820 2.73139
C 0.12051 0.43839 2.34189
C -0.86253 -0.23501 3.20181
C -1.14198 -1.59445 3.06247
C -2.08229 -2.21516 3.87328
C -2.76242 -1.48574 4.84431
C -2.47782 -0.13475 5.00204
C -1.53410 0.48163 4.18942
H 3.58621 0.88154 7.59040
H 2.03706 -0.94550 6.95365
H 0.97996 -0.96126 4.73698
H 3.02577 2.65016 3.72482
H 4.09247 2.67479 5.95393
H 1.84028 1.54836 2.02119
H -0.58987 -2.16298 2.32474
H -2.28043 -3.27486 3.75175
H -3.50060 -1.96817 5.47427
H -2.98665 0.44347 5.76430
H -1.27588 1.52200 4.32602
```

=====

Computed, not measured: a cluster of 11 separate species, C60H53BF10NO2S in total, with ωB97M-V with the def2-TZVPD basis set.

HOMO-LUMO gap: 4.2917 eV
charge: -1
calculated total energy: -3945.1669 a.u.
highest occupied orbital energy: -2.50 eV

```
128
C60H53BF10NO2S, DFT ωB97M-V with the def2-TZVPD basis set
O 3.00711 1.06927 2.90073
B 2.88522 2.49802 2.66010
O 4.05937 3.13725 2.02715
N 1.73932 3.34589 3.02431
S 0.24372 2.75131 2.37935
H 3.09174 0.59837 2.03952
H 3.92962 3.12944 1.05618
H 0.47052 1.66349 1.52930
F 2.70329 2.01147 -1.81507
C 3.39406 3.02632 -2.35657
C 2.79082 4.26832 -2.48449
C 3.51068 5.32075 -3.04196
C 4.81996 5.11710 -3.47333
C 5.41176 3.86378 -3.34258
C 4.69771 2.81229 -2.77649
H 1.76963 4.40527 -2.14900
H 3.05267 6.29860 -3.13962
H 5.37920 5.93783 -3.90974
H 6.42991 3.70538 -3.68106
H 5.14523 1.83255 -2.65857
F 3.92681 -1.15274 1.49715
C 3.04503 -2.16328 1.54003
C 2.11752 -2.20674 2.56948
C 1.19875 -3.25061 2.61211
C 1.22483 -4.24177 1.63255
C 2.16525 -4.18812 0.60699
C 3.07858 -3.13946 0.55600
H 2.11813 -1.42853 3.32465
H 0.46310 -3.29148 3.40755
H 0.50982 -5.05721 1.66988
H 2.18698 -4.96278 -0.15235
H 3.81233 -3.07550 -0.23891
F 0.42436 6.82406 7.82415
C -0.32000 6.33890 6.81171
C -1.66970 6.65201 6.75019
C -2.43718 6.15440 5.70053
C -1.84969 5.34249 4.73210
C -0.49477 5.03120 4.80733
C 0.27636 5.53610 5.84992
H -2.11079 7.27851 7.51721
H -3.49232 6.39874 5.63825
H -2.44960 4.95143 3.91700
H -0.03786 4.39770 4.05527
H 1.33465 5.31071 5.91885
F -1.46553 0.78879 5.44985
C -1.79243 1.31448 6.63599
C -2.78377 0.71060 7.39549
C -3.12180 1.25332 8.63157
C -2.47276 2.39788 9.08939
C -1.48224 2.99699 8.31489
C -1.13525 2.45086 7.08346
H -3.28283 -0.17460 7.01895
H -3.89045 0.78515 9.23703
H -2.74020 2.82258 10.05171
H -0.98004 3.89047 8.66989
H -0.36124 2.90003 6.47340
F -0.26050 -6.43389 -0.47739
C -1.19391 -5.75949 -1.17406
C -2.40430 -6.37383 -1.45628
C -3.37005 -5.67610 -2.17457
C -3.11088 -4.37806 -2.60919
C -1.88960 -3.77443 -2.32132
C -0.92599 -4.46654 -1.59487
H -2.58391 -7.38751 -1.11686
H -4.32226 -6.14322 -2.39642
H -3.86328 -3.83717 -3.17361
H -1.68742 -2.76544 -2.66304
H 0.02700 -4.00995 -1.35476
F 1.40428 9.33713 0.69031
C 0.65219 9.32373 1.80571
C 0.96375 8.43175 2.81936
C 0.19028 8.41633 3.97505
C -0.89103 9.28635 4.09962
C -1.19571 10.17527 3.07163
C -0.41716 10.19869 1.91816
H 1.80296 7.75563 2.70089
H 0.42846 7.72648 4.77541
H -1.49641 9.26921 4.99988
H -2.04033 10.84911 3.16759
H -0.63435 10.88827 1.11079
F 5.00558 8.27831 -2.60574
C 5.25198 8.95830 -1.47354
C 4.25311 9.06757 -0.51912
C 4.50885 9.76307 0.65793
C 5.75611 10.35043 0.86120
C 6.74886 10.23839 -0.10878
C 6.49865 9.53342 -1.28197
H 3.28753 8.61079 -0.69866
H 3.73805 9.84728 1.41510
H 5.95321 10.89591 1.77819
H 7.71798 10.69911 0.04899
H 7.26202 9.42702 -2.04369
F -3.83637 -6.73144 -4.79963
C -2.78883 -6.79156 -5.64289
C -1.54365 -7.15093 -5.15058
C -0.46124 -7.21827 -6.02194
C -0.63442 -6.91580 -7.37099
C -1.88972 -6.55145 -7.85069
C -2.97630 -6.49343 -6.98358
H -1.42729 -7.37434 -4.09633
H 0.51615 -7.50546 -5.65011
H 0.21167 -6.96458 -8.04842
H -2.02244 -6.31219 -8.90002
H -3.96207 -6.21973 -7.34083
F -6.41503 -5.68030 -7.65993
C -7.24682 -6.37829 -6.86767
C -6.78243 -6.86214 -5.65415
C -7.64681 -7.58038 -4.83364
C -8.95909 -7.81456 -5.23944
C -9.41022 -7.32662 -6.46280
C -8.55152 -6.59929 -7.28090
H -5.75542 -6.67701 -5.35811
H -7.29778 -7.95783 -3.87882
H -9.63017 -8.37834 -4.59987
H -10.43055 -7.51264 -6.77962
H -8.88747 -6.20453 -8.23245
F 3.13658 -9.85089 -4.32858
C 2.51332 -9.92952 -3.14099
C 2.37438 -11.16487 -2.52725
C 1.73269 -11.24466 -1.29510
C 1.22912 -10.09146 -0.69674
C 1.37122 -8.85734 -1.32594
C 2.02199 -8.77407 -2.55319
H 2.76557 -12.05157 -3.01197
H 1.62461 -12.20449 -0.80211
H 0.72521 -10.15599 0.26197
H 0.97619 -7.96188 -0.86222
H 2.14954 -7.82122 -3.05372
```